Here is one molecule with the formula C3H6N2OS2 from the OMol25 dataset. Energies are from ωB97M-V with the def2-TZVPD basis set.

Last column: Löwdin charge in e.
CARTESIAN COORDINATES (ANGSTROEM)
C (2.347, -0.890, -0.771)  0.02
N (1.324, -0.404, -0.200)  -0.05
O (1.360, 0.970, -0.203)  -0.20
C (0.213, 1.485, 0.466)  -0.48
S (-1.317, 1.488, -0.511)  0.90
C (-2.190, -0.013, -0.100)  -1.25
N (-1.506, -0.966, 0.551)  0.02
S (-3.794, -0.101, -0.476)  0.56
H (3.135, -0.274, -1.193)  0.09
H (2.421, -1.962, -0.848)  0.07
H (0.063, 0.961, 1.410)  0.09
H (0.451, 2.527, 0.670)  0.08
H (-0.484, -1.014, 0.476)  0.06
H (-2.023, -1.807, 0.728)  0.09

Its HOMO energy is -8.350 eV. As for the HOMO-LUMO gap: 9.06 eV. Its largest force on an atom is 0.7 eV/Å. Its net charge is 0. As for the SMILES: C=NOCSC(N)=S. The energy above the lowest of the compared OMol25 structures with the same formula, charge and spin comes out at 2.777 eV.

---

Here is an isolated ion of composition C7H14N3 and charge +1 in a non-equilibrium geometry from the OMol25 dataset. Energies are from ωB97M-V with the def2-TZVPD basis set.

Last column: Löwdin charge in e.
CARTESIAN COORDINATES (ANGSTROEM)
H (1.019, 2.189, -1.315)  0.11
N (0.252, 1.818, -0.748)  0.12
C (-0.502, 2.581, -0.087)  -0.16
C (-1.671, 2.158, 0.695)  -0.07
C (-1.818, 0.936, 1.194)  -0.03
C (-0.742, -0.176, 1.075)  -0.07
C (-0.214, -0.438, -0.352)  -0.24
N (-1.205, -0.723, -1.145)  0.22
C (1.194, -0.977, -0.572)  -0.37
C (1.172, -2.432, -0.169)  -0.03
N (2.150, -0.313, 0.333)  0.07
H (-0.364, 3.772, -0.193)  0.17
H (-2.371, 2.890, 0.838)  0.08
H (-2.721, 0.828, 1.777)  0.12
H (0.190, -0.141, 1.630)  0.12
H (-1.305, -0.973, 1.431)  0.10
H (-1.040, -1.265, -1.997)  0.16
H (-2.166, -0.483, -0.982)  0.14
H (1.180, -0.791, -1.681)  0.16
H (2.157, -2.753, -0.187)  0.07
H (0.740, -3.185, -0.934)  0.14
H (0.856, -2.582, 0.762)  0.04
H (2.100, 0.679, 0.415)  0.06
H (3.109, -0.618, 0.212)  0.10

Its HOMO energy is -13.452 eV. As for the HOMO-LUMO gap: 9.79 eV. Its largest force on an atom is 5.5 eV/Å. Its net charge is +1. As for the SMILES: [H]/N=C/C=C\CC(=[NH2+])[C@H](C)N. The energy above the lowest of the compared OMol25 structures with the same formula, charge and spin comes out at 3.074 eV.

---

Here is one molecule with the formula C18H29N3O2S in a non-equilibrium geometry from the OMol25 dataset. Energies are from ωB97M-V with the def2-TZVPD basis set.

Last column: Löwdin charge in e.
CARTESIAN COORDINATES (ANGSTROEM)
C (-0.325, 6.715, -0.229)  -0.08
C (0.262, 5.430, -0.807)  -0.38
C (-0.756, 4.279, -0.775)  -0.14
C (-0.597, 3.451, 0.499)  -0.17
N (0.707, 2.797, 0.542)  -0.09
C (0.765, 1.409, 0.580)  -0.17
C (1.606, 0.671, -0.255)  0.00
C (1.643, -0.713, -0.209)  -0.08
C (0.832, -1.379, 0.683)  -0.29
S (0.772, -3.164, 0.694)  0.67
O (0.361, -3.594, 2.000)  -0.29
O (2.003, -3.665, 0.154)  -0.28
N (-0.430, -3.634, -0.357)  -0.24
C (-0.187, -3.482, -1.769)  -0.19
C (-0.727, -2.160, -2.320)  -0.14
C (-2.209, -1.999, -1.971)  -0.38
C (-2.745, -0.663, -2.476)  -0.07
C (-2.380, -2.116, -0.455)  -0.14
C (-1.798, -3.439, 0.050)  -0.19
C (0.041, -0.678, 1.574)  -0.03
C (0.014, 0.709, 1.559)  -0.24
N (-0.777, 1.393, 2.479)  0.10
C (1.751, 3.513, -0.167)  -0.18
C (1.520, 5.013, -0.031)  -0.15
H (0.429, 7.499, -0.206)  0.08
H (-0.680, 6.551, 0.786)  0.08
H (-1.160, 7.061, -0.834)  0.08
H (0.539, 5.620, -1.850)  0.14
H (-0.617, 3.625, -1.638)  0.12
H (-1.771, 4.674, -0.821)  0.12
H (-0.711, 4.114, 1.365)  0.12
H (-1.379, 2.693, 0.548)  0.12
H (2.236, 1.177, -0.968)  0.10
H (2.294, -1.278, -0.855)  0.12
H (0.892, -3.561, -1.908)  0.11
H (-0.668, -4.320, -2.287)  0.13
H (-0.167, -1.327, -1.890)  0.10
H (-0.592, -2.141, -3.403)  0.12
H (-2.771, -2.810, -2.450)  0.14
H (-2.202, 0.159, -2.013)  0.07
H (-2.629, -0.587, -3.555)  0.08
H (-3.800, -0.557, -2.235)  0.08
H (-1.868, -1.282, 0.028)  0.10
H (-3.438, -2.066, -0.190)  0.12
H (-1.809, -3.491, 1.139)  0.11
H (-2.390, -4.274, -0.346)  0.13
H (-0.522, -1.230, 2.311)  0.12
H (-1.064, 0.818, 3.258)  0.10
H (-0.389, 2.277, 2.771)  0.09
H (2.712, 3.231, 0.273)  0.13
H (1.780, 3.264, -1.239)  0.12
H (2.391, 5.551, -0.407)  0.12
H (1.409, 5.260, 1.026)  0.12

Its HOMO energy is -7.776 eV. As for the HOMO-LUMO gap: 8.43 eV. Its largest force on an atom is 1.1 eV/Å. Its net charge is 0. As for the SMILES: CC1CCN(c2ccc(S(=O)(=O)N3CCC(C)CC3)cc2N)CC1. The energy above the lowest of the compared OMol25 structures with the same formula, charge and spin comes out at 0.000 eV.

---

Here is CCl4 as an isolated structure in a non-equilibrium geometry from the OMol25 dataset. Energies are from ωB97M-V with the def2-TZVPD basis set.

Last column: Löwdin charge in e.
CARTESIAN COORDINATES (ANGSTROEM)
C (-0.003, 0.016, -0.028)  -2.20
Cl (1.363, 0.807, 0.799)  0.51
Cl (-0.321, 0.585, -1.551)  0.61
Cl (0.415, -1.689, -0.035)  0.52
Cl (-1.455, 0.280, 0.816)  0.56

Its HOMO energy is -11.164 eV. As for the HOMO-LUMO gap: 11.67 eV. Its largest force on an atom is 3.4 eV/Å. Its net charge is 0. The energy above the lowest of the compared OMol25 structures with the same formula, charge and spin comes out at 0.342 eV.